# 1
# C27H29NO5P

A cluster of 2 separate species, C27H29NO5P in total in a non-equilibrium geometry (ωB97M-V with the def2-TZVPD basis set, the OMol25 dataset).

Structure (ORCA input):
```
! RIJCOSX wB97M-V def2-TZVPD def2/J DEFGRID3
* xyz -1 1
C 3.23 4.80 -1.11
C 1.89 4.27 -1.56
O 1.13 3.78 -0.49
C -0.13 3.50 -0.93
C -1.06 3.14 0.10
C -0.53 3.01 1.46
C -2.47 3.06 -0.13
O -3.22 2.89 0.82
O -2.91 3.18 -1.42
C -4.31 3.26 -1.47
C -4.80 3.19 -2.89
O -0.45 3.60 -2.12
H 3.81 5.17 -1.96
H 3.09 5.63 -0.41
H 3.80 4.03 -0.60
H 1.28 5.05 -2.05
H 1.99 3.44 -2.28
H -1.27 2.56 2.13
H 0.37 2.37 1.45
H -0.24 3.99 1.86
H -4.71 2.45 -0.85
H -4.59 4.21 -0.99
H -5.88 3.35 -2.96
H -4.30 3.95 -3.50
H -4.55 2.23 -3.34
C -1.21 -3.86 4.05
C -0.65 -4.41 2.91
C 0.19 -3.66 2.12
C 0.48 -2.37 2.48
P 1.55 -1.41 1.41
C 3.10 -2.29 1.32
C 3.48 -2.79 0.10
C 4.63 -3.55 -0.01
C 5.39 -3.80 1.11
C 5.00 -3.30 2.34
C 3.84 -2.54 2.45
N 0.86 -1.43 -0.12
C -0.37 -1.17 -0.18
C -1.12 -1.22 -1.43
C -2.51 -1.14 -1.45
C -3.20 -1.24 -2.64
C -2.51 -1.43 -3.83
C -1.13 -1.51 -3.82
C -0.44 -1.41 -2.63
O 1.72 0.02 1.98
C -0.05 -1.81 3.61
C -0.90 -2.55 4.40
H -1.87 -4.44 4.67
H -0.89 -5.43 2.64
H 0.63 -4.08 1.22
H 2.85 -2.60 -0.76
H 4.93 -3.93 -0.97
H 6.28 -4.40 1.03
H 5.59 -3.50 3.22
H 3.52 -2.16 3.40
H -0.89 -0.93 0.74
H -3.05 -1.00 -0.52
H -4.27 -1.20 -2.65
H -3.05 -1.52 -4.75
H -0.60 -1.66 -4.74
H 0.63 -1.47 -2.61
H 0.20 -0.78 3.85
H -1.33 -2.12 5.29
*
```

Values from the calculation:
LUMO (Eh): 0.078
Maximum force (eV/Å): 4.93
HOMO-LUMO gap (eV): 4.7
HOMO level (hartree): -0.0948

***

# 2
# C6H6S

A structure of composition C6H6S in a non-equilibrium geometry (ωB97M-V with the def2-TZVPD basis set, the OMol25 dataset).

Structure (ORCA input):
```
! RIJCOSX wB97M-V def2-TZVPD def2/J DEFGRID3
* xyz 0 1
C 0.39 0.73 -0.87
C 0.97 -0.48 -0.17
C -0.49 -1.00 -0.63
C -0.97 0.38 -0.27
C -0.53 0.51 1.16
C 0.70 0.05 1.28
H 1.96 -1.01 -0.32
H -0.47 -1.11 -1.68
H -0.78 -1.79 0.08
H -1.80 0.98 -0.74
H -1.02 1.06 1.86
H 1.25 -0.27 2.15
S 0.79 1.94 -1.86
*
```

Values from the calculation:
Energy above the lowest of the compared OMol25 structures with the same formula, charge and spin (kJ/mol): 343.9
LUMO (Eh): 0.016
Maximum force (eV/Å): 3.04
HOMO-LUMO gap (eV): 8.9
HOMO level (hartree): -0.3106

***

# 3
# C3H2Br2Cl2

A structure of composition C3H2Br2Cl2 in a non-equilibrium geometry (ωB97M-V with the def2-TZVPD basis set, the OMol25 dataset).

Structure (ORCA input):
```
! RIJCOSX wB97M-V def2-TZVPD def2/J DEFGRID3
* xyz 0 3
C -1.38 0.51 -0.22
C -0.07 0.69 0.07
C 0.96 -0.61 -0.09
Cl 0.53 -1.47 -1.52
Cl 2.59 0.01 -0.10
Br 0.63 1.94 1.46
Br 0.54 -1.76 1.44
H -2.30 0.99 -0.08
H -1.50 -0.30 -0.95
*
```

Values from the calculation:
Energy above the lowest of the compared OMol25 structures with the same formula, charge and spin (kJ/mol): 47.4
LUMO (spin up / spin down) (Eh): 0.009 / -0.115
Maximum force (eV/Å): 9.47
HOMO-LUMO gap (spin up / spin down) (eV): 6.9 / 7.4
HOMO level (spin up / spin down) (hartree): -0.2459 / -0.3870

***

# 4
# H23O11

A structure of composition H23O11 in a non-equilibrium geometry (ωB97M-V with the def2-TZVPD basis set, the OMol25 dataset).

Structure (ORCA input):
```
! RIJCOSX wB97M-V def2-TZVPD def2/J DEFGRID3
* xyz 1 1
O -2.72 -0.26 0.96
H -2.19 -1.03 1.44
H -3.16 0.44 1.43
O 0.85 0.70 -3.51
H 1.26 1.03 -2.75
H 0.35 1.53 -3.80
O -1.06 -1.47 2.92
H -0.64 -2.12 3.43
H -0.81 -0.49 3.23
O -1.75 2.42 1.26
H -0.88 2.06 1.54
H -1.43 3.37 1.05
O -0.52 -1.29 -1.56
H -0.20 -1.65 -2.40
H 0.39 -1.60 -1.06
O 0.64 -0.70 0.81
H 1.50 -1.30 0.65
H 0.19 -0.81 1.68
O -1.05 0.87 -0.61
H -1.57 0.43 0.18
O -0.10 1.22 3.25
H 0.03 1.86 3.92
H 0.82 1.00 2.95
O -0.45 -1.73 -4.08
H 0.02 -2.49 -4.32
H -0.24 -0.87 -4.34
O 1.30 2.00 -0.85
H 2.14 2.28 -1.11
H 1.45 0.98 -0.85
O 3.11 -1.97 0.82
H 3.27 -1.13 1.08
H 4.04 -2.39 0.72
H -1.88 1.24 -1.02
H -0.71 -0.11 -1.07
*
```

Values from the calculation:
Energy above the lowest of the compared OMol25 structures with the same formula, charge and spin (kJ/mol): 424.7
LUMO (Eh): -0.111
Maximum force (eV/Å): 5.77
HOMO-LUMO gap (eV): 11.1
HOMO level (hartree): -0.5173

***

# 5
# C2HBrFN

A cluster of 2 separate species, C2HBrFN in total in a non-equilibrium geometry (ωB97M-V with the def2-TZVPD basis set, the OMol25 dataset).

Structure (ORCA input):
```
! RIJCOSX wB97M-V def2-TZVPD def2/J DEFGRID3
* xyz 0 1
C -0.31 2.44 0.13
C 0.67 0.31 0.33
N -1.08 3.26 0.22
F 0.43 0.19 1.64
Br 2.50 0.16 -0.10
H 0.12 -0.49 -0.12
*
```

Values from the calculation:
Energy above the lowest of the compared OMol25 structures with the same formula, charge and spin (kJ/mol): 303.2
LUMO (Eh): -0.086
Maximum force (eV/Å): 6.97
HOMO-LUMO gap (eV): 8.9
HOMO level (hartree): -0.4146

***

# 6
# C3H10NO2

A cluster of 3 separate species, C3H10NO2 in total in a non-equilibrium geometry (ωB97M-V with the def2-TZVPD basis set, the OMol25 dataset).

Structure (ORCA input):
```
! RIJCOSX wB97M-V def2-TZVPD def2/J DEFGRID3
* xyz 1 1
C -1.54 -0.20 -0.90
C -0.60 0.42 -1.56
C -1.01 0.69 1.32
N -1.61 -0.17 0.57
H -2.43 -0.60 -1.39
H 0.04 0.91 -0.85
H -0.37 0.30 -2.63
H -1.30 0.62 2.45
H -0.04 1.00 1.08
H -2.17 -0.95 0.99
H 2.54 2.02 1.25
H 2.99 1.84 -0.33
O 2.24 1.88 0.28
H 1.31 -2.96 0.46
H 1.26 -2.37 -0.75
O 0.69 -2.42 0.01
*
```

Values from the calculation:
Energy above the lowest of the compared OMol25 structures with the same formula, charge and spin (kJ/mol): 322.2
LUMO (Eh): -0.208
Maximum force (eV/Å): 5.30
HOMO-LUMO gap (eV): 9.2
HOMO level (hartree): -0.5454

***

# 7
# C2H5IS

A cluster of 2 separate species, C2H5IS in total in a non-equilibrium geometry (ωB97M-V with the def2-TZVPD basis set, the OMol25 dataset).

Structure (ORCA input):
```
! RIJCOSX wB97M-V def2-TZVPD def2/J DEFGRID3
* xyz 0 1
C -0.82 -1.20 0.05
C 0.14 -1.35 -0.85
S 1.61 -0.37 -0.91
H -0.58 -0.55 0.91
H -1.68 -1.90 -0.22
H 0.02 -2.01 -1.64
H 1.26 0.20 0.26
I -0.14 3.18 1.79
H 0.18 4.00 0.62
*
```

Values from the calculation:
Energy above the lowest of the compared OMol25 structures with the same formula, charge and spin (kJ/mol): 127.3
LUMO (Eh): 0.026
Maximum force (eV/Å): 4.08
HOMO-LUMO gap (eV): 9.4
HOMO level (hartree): -0.3187

***

# 8
# C4H9NO

The ion C4H9NO with charge +1 in a non-equilibrium geometry (ωB97M-V with the def2-TZVPD basis set, the OMol25 dataset).

Structure (ORCA input):
```
! RIJCOSX wB97M-V def2-TZVPD def2/J DEFGRID3
* xyz 1 2
C 0.13 -1.70 -0.95
C -0.86 -0.60 -1.17
N -0.91 0.50 -0.30
C -0.35 0.68 0.99
C 1.11 1.26 0.92
O -1.67 -0.56 -2.07
H 1.11 -1.31 -0.72
H -0.20 -2.35 -0.13
H 0.12 -2.37 -1.80
H -1.62 1.18 -0.57
H -0.26 -0.28 1.50
H -0.97 1.39 1.53
H 1.43 1.48 1.94
H 1.15 2.17 0.34
H 1.77 0.51 0.49
*
```

Values from the calculation:
Energy above the lowest of the compared OMol25 structures with the same formula, charge and spin (kJ/mol): 60.5
LUMO (spin up / spin down) (Eh): -0.134 / -0.329
Maximum force (eV/Å): 1.11
HOMO-LUMO gap (spin up / spin down) (eV): 13.0 / 7.3
HOMO level (spin up / spin down) (hartree): -0.6112 / -0.5957

***

# 9
# C51H48BF2N4O2P2S4SbY

A structure of composition C51H48BF2N4O2P2S4SbY in a non-equilibrium geometry (ωB97M-V with the def2-TZVPD basis set, the OMol25 dataset).

Structure (ORCA input):
```
! RIJCOSX wB97M-V def2-TZVPD def2/J DEFGRID3
* xyz 0 2
Y 1.80 1.54 1.18
C -2.07 2.56 4.51
O -1.14 1.59 4.99
C -0.31 1.33 3.95
N -0.46 1.99 2.89
C -1.47 3.03 3.17
C -2.49 3.32 2.09
C -3.76 3.76 2.45
C -4.70 4.08 1.48
C -4.37 3.98 0.13
C -3.09 3.57 -0.23
C -2.16 3.24 0.74
C 0.72 0.31 4.22
C 0.86 -0.16 5.51
C 1.88 -1.05 5.80
C 2.69 -1.46 4.76
C 2.46 -0.95 3.48
N 1.51 -0.06 3.21
C 3.38 -1.36 2.40
N 3.44 -0.89 1.23
C 4.68 -1.45 0.63
C 5.04 -2.59 1.59
O 4.28 -2.30 2.77
C 4.67 -1.82 -0.84
C 4.29 -0.88 -1.78
C 4.45 -1.12 -3.13
C 4.99 -2.32 -3.57
C 5.37 -3.27 -2.64
C 5.23 -3.02 -1.28
H -2.17 3.35 5.25
H -3.04 2.07 4.37
H -0.91 3.97 3.31
H -4.03 3.86 3.49
H -5.69 4.40 1.77
H -5.09 4.24 -0.63
H -2.83 3.51 -1.28
H -1.17 2.93 0.47
H 0.19 0.20 6.28
H 2.05 -1.40 6.80
H 3.50 -2.15 4.91
H 5.42 -0.65 0.71
H 6.09 -2.63 1.85
H 4.72 -3.57 1.22
H 3.91 0.07 -1.42
H 4.17 -0.36 -3.85
H 5.13 -2.50 -4.63
H 5.79 -4.21 -2.97
H 5.59 -3.76 -0.58
S 5.33 5.06 2.15
Sb 4.87 2.81 2.31
S 2.79 2.59 3.50
S 4.28 1.98 0.13
C -5.73 -0.94 -3.16
S -4.46 0.19 -3.79
C -3.09 -0.99 -4.03
C -2.35 -1.37 -2.74
C -1.81 -0.12 -2.04
N -0.76 -0.38 -1.03
P -1.11 -0.13 0.67
C -2.88 -0.68 0.80
C -3.87 0.24 1.15
C -5.19 -0.17 1.31
C -5.53 -1.50 1.13
C -4.55 -2.42 0.79
C -3.23 -2.02 0.63
C -0.47 -1.69 1.42
C 0.43 -2.55 0.82
C 0.81 -3.74 1.45
C 0.31 -4.06 2.70
C -0.59 -3.20 3.31
C -0.99 -2.04 2.68
P 0.87 0.05 -1.40
C 0.96 -0.90 -2.97
C 1.24 -2.27 -2.91
C 1.22 -3.05 -4.05
C 0.92 -2.47 -5.28
C 0.65 -1.11 -5.36
C 0.68 -0.33 -4.21
C 0.87 1.77 -2.05
C -0.24 2.61 -1.98
C -0.15 3.95 -2.31
C 1.07 4.48 -2.71
C 2.19 3.66 -2.79
C 2.09 2.32 -2.47
H -6.64 -0.36 -3.04
H -5.44 -1.36 -2.20
H -5.90 -1.74 -3.89
H -2.42 -0.49 -4.72
H -3.51 -1.87 -4.52
H -1.51 -2.02 -3.00
H -3.01 -1.92 -2.08
H -2.63 0.44 -1.60
H -1.38 0.51 -2.83
H -3.62 1.27 1.30
H -5.95 0.56 1.57
H -6.56 -1.83 1.26
H -4.81 -3.47 0.66
H -2.48 -2.75 0.37
H 0.84 -2.30 -0.14
H 1.51 -4.41 0.95
H 0.61 -4.97 3.19
H -1.00 -3.45 4.29
H -1.72 -1.38 3.15
H 1.50 -2.72 -1.96
H 1.44 -4.10 -3.99
H 0.89 -3.08 -6.17
H 0.42 -0.66 -6.31
H 0.50 0.74 -4.28
H -1.19 2.21 -1.66
H -1.03 4.58 -2.26
H 1.15 5.53 -2.95
H 3.14 4.07 -3.08
H 2.98 1.70 -2.54
F 0.21 4.47 0.97
B 1.32 3.70 0.70
F 2.33 4.54 0.39
*
```

Values from the calculation:
Energy above the lowest of the compared OMol25 structures with the same formula, charge and spin (kJ/mol): 267.7
LUMO (spin up / spin down) (Eh): -0.019 / -0.040
Maximum force (eV/Å): 3.97
HOMO-LUMO gap (spin up / spin down) (eV): 6.2 / 5.8
HOMO level (spin up / spin down) (hartree): -0.2471 / -0.2529

***

# 10
# C16H40B2MnO8S4

A structure of composition C16H40B2MnO8S4 in a non-equilibrium geometry (ωB97M-V with the def2-TZVPD basis set, the OMol25 dataset).

Structure (ORCA input):
```
! RIJCOSX wB97M-V def2-TZVPD def2/J DEFGRID3
* xyz 0 6
Mn -0.16 -0.01 1.27
B -1.95 1.21 1.32
H -0.94 1.84 1.44
H -2.88 1.98 1.35
H -1.89 0.62 0.30
H -2.06 0.43 2.21
B 0.83 -0.19 3.26
H 1.51 0.26 2.39
H 1.49 -0.37 4.25
H -0.09 0.57 3.48
H 0.37 -1.22 2.86
C -2.97 -5.22 1.32
C -1.49 -5.42 1.03
C -1.17 -4.31 0.01
S -2.18 -2.89 0.43
O -2.95 -2.54 -0.73
O -1.41 -1.89 1.11
C -3.13 -3.76 1.67
H -3.49 -5.87 2.02
H -3.54 -5.43 0.40
H -1.28 -6.41 0.62
H -0.90 -5.30 1.94
H -1.53 -4.67 -0.95
H -0.12 -4.07 -0.13
H -4.13 -3.38 1.87
H -2.57 -3.50 2.58
C 2.92 -0.29 -1.83
C 4.02 -0.08 -0.76
C 3.87 -1.15 0.34
S 2.42 -2.13 -0.10
O 1.29 -1.46 0.46
O 2.57 -3.54 0.08
C 2.52 -1.75 -1.84
H 3.22 0.09 -2.81
H 2.05 0.33 -1.59
H 3.99 0.92 -0.32
H 4.98 -0.21 -1.26
H 3.64 -0.71 1.31
H 4.70 -1.85 0.43
H 1.59 -1.91 -2.37
H 3.37 -2.38 -2.14
C 0.69 5.16 1.17
C 0.79 4.29 2.43
C 1.84 3.21 2.12
S 1.75 2.92 0.35
O 1.12 1.64 0.09
O 3.03 3.19 -0.27
C 0.55 4.22 0.00
H 1.61 5.75 1.06
H -0.12 5.88 1.23
H -0.15 3.78 2.62
H 1.09 4.85 3.31
H 1.67 2.24 2.59
H 2.86 3.55 2.31
H -0.40 3.69 0.01
H 0.71 4.60 -1.00
C -1.72 2.40 -2.97
C -2.86 1.47 -3.36
C -2.68 0.22 -2.51
S -0.92 -0.07 -2.53
O -0.56 -0.97 -3.60
O -0.42 -0.37 -1.22
C -0.42 1.60 -3.00
H -1.90 2.81 -1.97
H -1.67 3.31 -3.58
H -2.78 1.23 -4.42
H -3.85 1.90 -3.19
H -3.18 -0.69 -2.85
H -2.90 0.40 -1.46
H 0.00 1.54 -4.00
H 0.28 1.93 -2.25
*
```

Values from the calculation:
Energy above the lowest of the compared OMol25 structures with the same formula, charge and spin (kJ/mol): 0.0
LUMO (spin up / spin down) (Eh): 0.015 / 0.015
Maximum force (eV/Å): 1.84
HOMO-LUMO gap (spin up / spin down) (eV): 8.8 / 9.7
HOMO level (spin up / spin down) (hartree): -0.3088 / -0.3399

***

# 11
# C6H10BrF

A cluster of 2 separate species, C6H10BrF in total in a non-equilibrium geometry (ωB97M-V with the def2-TZVPD basis set, the OMol25 dataset).

Structure (ORCA input):
```
! RIJCOSX wB97M-V def2-TZVPD def2/J DEFGRID3
* xyz 0 1
C -0.38 2.31 -1.04
C 0.54 1.46 -1.24
C 1.00 -0.73 1.37
C 1.45 0.33 -1.02
C 1.05 -0.88 -0.24
C -2.32 -1.05 0.56
F -2.65 -1.73 -0.50
Br -3.15 0.66 0.66
H -1.08 2.31 -0.22
H -0.39 3.11 -1.76
H 0.20 -1.42 1.69
H 0.74 0.29 1.72
H 1.86 -1.00 1.98
H 2.33 0.72 -0.61
H 1.86 -0.07 -1.92
H 1.53 -1.73 -0.40
H -0.04 -0.97 -0.50
H -2.55 -1.62 1.49
*
```

Values from the calculation:
Energy above the lowest of the compared OMol25 structures with the same formula, charge and spin (kJ/mol): 470.3
LUMO (spin up / spin down) (Eh): -0.023 / 0.027
Maximum force (eV/Å): 6.97
HOMO-LUMO gap (spin up / spin down) (eV): 6.8 / 9.8
HOMO level (spin up / spin down) (hartree): -0.2727 / -0.3338

***

# 12
# C45H41N3O7P2S2Ti

A structure of composition C45H41N3O7P2S2Ti in a non-equilibrium geometry (ωB97M-V with the def2-TZVPD basis set, the OMol25 dataset).

Structure (ORCA input):
```
! RIJCOSX wB97M-V def2-TZVPD def2/J DEFGRID3
* xyz -1 2
Ti -0.16 -0.97 -1.30
O 0.97 -3.16 -4.81
C 0.50 -2.55 -3.86
O 1.09 -1.85 -2.97
C -1.01 -2.40 -3.76
C -1.91 -2.86 -4.71
C -3.18 -2.32 -4.73
C -3.50 -1.27 -3.87
C -2.56 -0.90 -2.94
N -1.38 -1.52 -2.84
C -2.59 0.35 -2.08
O -3.54 1.10 -2.07
O -1.44 0.52 -1.50
H -1.57 -3.58 -5.44
H -3.91 -2.66 -5.45
H -4.43 -0.73 -3.91
S -0.06 -2.96 2.32
P -1.04 -1.32 1.76
C -0.15 -0.13 0.83
P 0.23 1.42 1.48
S 1.44 2.64 0.41
C -1.19 2.58 1.75
C -2.05 2.77 0.66
C -3.13 3.63 0.74
C -3.37 4.35 1.92
C -2.52 4.17 3.00
C -1.45 3.29 2.93
C 1.07 1.36 3.13
C 1.32 0.16 3.80
C 1.99 0.15 5.02
C 2.44 1.33 5.58
C 2.23 2.53 4.91
C 1.56 2.54 3.69
C -2.44 -1.93 0.69
C -3.72 -1.37 0.66
C -4.73 -1.93 -0.12
C -4.48 -3.06 -0.89
C -3.20 -3.59 -0.92
C -2.19 -3.02 -0.14
C -1.96 -0.72 3.26
C -1.75 -1.38 4.47
C -2.42 -0.99 5.63
C -3.33 0.07 5.59
C -3.55 0.72 4.39
C -2.87 0.34 3.24
H -1.88 2.20 -0.24
H -3.79 3.74 -0.11
H -4.22 5.02 1.98
H -2.71 4.70 3.93
H -0.83 3.13 3.80
H 1.02 -0.79 3.36
H 2.17 -0.80 5.51
H 2.97 1.32 6.53
H 2.60 3.46 5.33
H 1.44 3.47 3.15
H -3.96 -0.52 1.27
H -5.72 -1.49 -0.11
H -5.27 -3.51 -1.49
H -2.98 -4.46 -1.52
H -1.23 -3.51 -0.09
H -1.06 -2.21 4.49
H -2.24 -1.52 6.56
H -3.84 0.38 6.49
H -4.25 1.55 4.34
H -3.05 0.87 2.33
C 1.65 3.27 -2.96
C 0.59 2.18 -2.72
N 1.18 0.84 -2.87
C 2.35 0.62 -1.97
C 3.41 1.71 -2.17
N 2.94 2.57 -3.33
C 2.74 1.72 -4.56
C 1.64 0.67 -4.25
H 1.83 3.83 -2.05
H 1.41 3.95 -3.78
H -0.24 2.27 -3.42
H 0.21 2.30 -1.71
H 2.74 -0.36 -2.20
H 2.04 0.66 -0.94
H 4.39 1.31 -2.44
H 3.48 2.34 -1.29
H 3.65 3.27 -3.52
H 3.70 1.26 -4.79
H 2.47 2.40 -5.37
H 2.02 -0.34 -4.37
H 0.79 0.80 -4.93
O 2.75 -0.87 1.12
C 3.63 -1.61 0.43
C 4.98 -1.27 0.62
C 5.98 -1.96 -0.04
C 5.67 -3.01 -0.90
C 4.34 -3.35 -1.08
C 3.31 -2.66 -0.44
C 1.92 -3.10 -0.74
O 1.67 -4.21 -1.13
O 1.01 -2.17 -0.51
H 1.81 -1.09 0.96
H 5.20 -0.46 1.31
H 7.02 -1.68 0.13
H 6.45 -3.56 -1.41
H 4.05 -4.17 -1.74
*
```

Values from the calculation:
Energy above the lowest of the compared OMol25 structures with the same formula, charge and spin (kJ/mol): 166.8
LUMO (spin up / spin down) (Eh): 0.047 / 0.047
Maximum force (eV/Å): 2.03
HOMO-LUMO gap (spin up / spin down) (eV): 5.3 / 5.3
HOMO level (spin up / spin down) (hartree): -0.1472 / -0.1479